1.
Computed, not measured: C33H48BrN3P2SeSn as an isolated structure in a non-equilibrium geometry, with wB97M-V/def2-TZVPD.

Summary:
Total charge = +4
HOMO level (spin up / spin down) = -16.98 / -16.98 eV
HOMO-LUMO gap (spin up / spin down) = 0.1626 / 0.1362 hartree
Lowest unoccupied orbital energy (spin up / spin down) = -12.56 / -13.28 eV
Multiplicity = 1

Atoms and positions in Å:
1 Sn 0.068 0.026 0.522
2 Br 1.559 -1.180 2.195
3 Se -1.452 0.586 2.611
4 P 6.280 -0.915 -0.537
5 P -0.388 -2.021 -0.496
6 N -7.179 5.767 -6.392
7 N 0.641 0.625 4.444
8 N -1.317 -0.160 5.232
9 C -2.117 -1.919 -1.173
10 C -6.787 6.331 -5.237
11 C 0.725 -2.510 -1.904
12 C -6.023 5.674 -4.267
13 C -1.109 0.979 -0.793
14 C 1.926 0.359 6.536
15 C -1.680 1.602 -3.093
16 C -2.225 1.739 -0.363
17 C -0.649 0.320 4.151
18 C -6.034 3.746 -5.695
19 C 0.786 0.276 5.738
20 C 5.112 -1.701 0.713
21 C -3.047 2.413 -1.271
22 C -0.860 0.926 -2.182
23 C -0.404 -0.195 6.223
24 C 6.740 1.887 -0.856
25 C -6.796 4.492 -6.596
26 C 0.163 -2.504 -3.331
27 C 0.584 -0.537 8.382
28 C -3.613 3.050 -3.659
29 C 5.413 -1.339 -2.150
30 C -2.794 2.363 -2.664
31 C -5.618 4.335 -4.477
32 C -3.258 -1.432 -0.271
33 C -4.818 3.650 -3.462
34 C -1.478 -4.420 0.783
35 C -2.735 -0.524 5.296
36 C -0.548 -0.608 7.551
37 C 1.816 -0.059 7.878
38 C 5.779 -2.073 2.045
39 C 6.053 -2.498 -2.925
40 C -0.326 -3.407 0.742
41 C 5.691 0.865 -0.403
42 H -5.260 3.640 -2.458
43 H 0.509 -0.851 9.415
44 H 5.731 -3.477 -2.529
45 H -1.487 -0.971 7.941
46 H 7.763 1.568 -0.585
47 H 7.155 -2.458 -2.867
48 H -2.407 -3.946 1.140
49 H 4.618 -2.580 0.253
50 H 1.365 1.040 3.818
51 H -2.328 -2.945 -1.527
52 H -3.780 -2.261 0.232
53 H 6.566 2.870 -0.383
54 H -2.014 -1.309 -2.089
55 H -3.900 2.987 -0.893
56 H 5.829 -1.199 2.717
57 H 6.811 -2.437 1.900
58 H 1.079 -3.522 -1.641
59 H 5.766 -2.464 -3.991
60 H 0.647 -3.907 0.574
61 H 2.863 0.730 6.144
62 H -4.004 -0.851 -0.840
63 H 5.362 1.071 0.635
64 H 2.677 -0.014 8.530
65 H 0.985 -2.353 -4.053
66 H -0.317 -3.467 -3.577
67 H 5.213 -2.870 2.561
68 H -5.767 2.713 -5.942
69 H -3.180 3.069 -4.668
70 H -0.007 0.350 -2.561
71 H -2.455 1.805 0.707
72 H -1.461 1.546 -4.167
73 H -7.102 7.372 -5.075
74 H -7.121 4.038 -7.543
75 H -3.352 0.365 5.043
76 H -1.679 -4.880 -0.198
77 H 4.317 -0.954 0.899
78 H -1.231 -5.232 1.490
79 H -0.577 -1.704 -3.494
80 H 1.616 -1.862 -1.816
81 H -0.255 -2.883 1.712
82 H 4.791 0.940 -1.042
83 H -5.737 6.195 -3.346
84 H -2.949 -1.334 4.568
85 H -2.852 -0.768 0.513
86 H 6.714 2.024 -1.952
87 H 4.343 -1.547 -1.949
88 H -3.027 -0.866 6.308
89 H 5.451 -0.416 -2.759

Results of the Löwdin charge analysis, in e, for atoms 1 through 8:
1. Sn 0.751
2. Br 0.343
3. Se 0.883
4. P 1.268
5. P 0.822
6. N 0.145
7. N 0.088
8. N -0.040

2.
Computed, not measured: C3H3NO3P as an isolated structure in a non-equilibrium geometry, with wB97M-V/def2-TZVPD.

Summary:
Total charge = -1
HOMO level = -3.26 eV
HOMO-LUMO gap = 0.2691 hartree
Lowest unoccupied orbital energy = 4.06 eV
Multiplicity = 1

Atoms and positions in Å:
1 P 3.085 1.063 0.449
2 O 3.436 -0.456 -0.093
3 O 2.885 -2.627 0.126
4 O 3.560 1.979 -0.589
5 N 0.929 0.318 0.067
6 C 1.187 -0.993 0.166
7 C -0.288 0.783 -0.001
8 C 2.501 -1.464 0.096
9 H -1.149 0.134 0.084
10 H -0.436 1.846 -0.093
11 H 0.380 -1.715 0.171

Results of the Löwdin charge analysis, in e, for atoms 1 through 8:
1. P 0.745
2. O -0.272
3. O -0.012
4. O -0.496
5. N -0.183
6. C -0.203
7. C -0.113
8. C -0.631

3.
Computed, not measured: a 2-piece molecular cluster, C2H5FOS2 overall in a non-equilibrium geometry, with wB97M-V/def2-TZVPD.

Summary:
HOMO level = -9.29 eV
HOMO-LUMO gap = 0.3394 hartree
Lowest unoccupied orbital energy = -0.06 eV
Multiplicity = 1

Atoms and positions in Å:
1 S 0.058 1.997 -0.300
2 S 2.387 -0.228 -0.589
3 F 3.862 -1.075 -0.524
4 O -1.150 -0.142 0.822
5 C -1.521 -0.840 -0.400
6 C -0.650 1.039 0.857
7 H -0.817 1.387 1.890
8 H -2.610 -0.710 -0.386
9 H -1.083 -0.322 -1.212
10 H 2.805 0.775 0.286
11 H -1.281 -1.882 -0.443

Results of the Löwdin charge analysis, in e, for atoms 1 through 8:
1. S 0.608
2. S 0.674
3. F -0.581
4. O -0.150
5. C -0.024
6. C -0.726
7. H 0.089
8. H 0.106

Number 1: DFT total energy -7321.450441 Eh. Number 2: DFT total energy -738.032908 Eh. Number 3: DFT total energy -1050.605135 Eh.